Record 1
The following is a DFT calculation (the ωB97M-V functional and the def2-TZVPD basis) of 8 unconnected molecules or ions with the total composition C37H54F21O17Si at a distorted geometry.

The geometry in XYZ format:
```
130
Properties=species:S:1:pos:R:3:forces:R:3:lowdin_charge:R:1
C 1.538 -0.033 2.101 0.82 -0.18 -0.67 -0.023
C 0.903 -0.476 0.618 -3.23 3.45 -1.00 -0.300
O 0.043 0.358 0.027 5.46 -5.46 2.96 -0.058
O 1.401 -1.748 0.070 -2.52 2.48 1.13 -0.145
C 0.372 -2.820 0.160 0.10 -1.97 -0.36 -0.180
C 0.473 -3.530 1.628 0.00 -0.92 -0.31 -0.190
C -0.827 -3.343 2.604 0.43 0.32 0.72 -0.268
C -1.694 -1.975 2.377 0.56 -1.89 0.20 -0.406
O -2.024 -1.472 3.749 1.17 0.46 0.91 -0.283
Si -3.397 -2.268 1.541 0.90 1.03 0.76 0.457
C -3.488 -1.290 -0.145 -0.38 0.35 -0.54 -0.222
C -4.803 -1.502 2.665 -0.71 0.09 -0.53 -0.241
C -3.876 -4.104 1.236 -0.46 -1.98 -0.08 -0.256
H 2.447 -0.737 2.418 -2.31 1.33 -0.74 0.062
H 2.018 1.058 2.032 -1.38 -2.27 -0.04 0.086
H 0.662 -0.059 2.884 1.71 -0.02 -1.76 0.082
H 0.715 -3.641 -0.635 -0.51 1.95 1.55 0.124
H -0.697 -2.483 -0.172 2.11 -0.25 1.01 0.110
H 1.504 -3.207 2.119 -2.37 -0.40 -1.04 0.095
H 0.580 -4.704 1.439 -0.08 2.36 0.30 0.103
H -1.440 -4.342 2.563 1.03 1.46 0.03 0.064
H -0.396 -3.281 3.716 -0.94 -0.20 -2.23 0.102
H -1.182 -1.182 4.208 -1.42 -0.48 -1.19 0.051
H -2.428 -1.162 -0.629 -2.11 -0.29 0.77 0.023
H -3.899 -0.204 0.104 0.72 -2.23 -0.71 0.029
H -4.241 -1.890 -0.836 1.50 1.52 0.99 0.019
H -4.618 -0.343 2.721 -0.38 -2.26 0.28 0.030
H -4.786 -2.047 3.708 -0.24 1.38 -2.00 0.043
H -5.823 -1.669 2.072 1.85 0.31 1.50 0.034
H -4.067 -4.610 2.301 0.27 1.02 -2.25 0.049
H -4.868 -4.204 0.580 2.10 0.05 1.40 0.027
H -3.011 -4.758 0.741 -1.87 1.43 0.89 0.041
C -3.313 2.735 1.100 -0.31 -0.07 0.03 -0.057
C -2.632 3.711 2.042 0.54 -0.94 -0.39 -0.203
O -3.510 4.803 2.360 -1.60 0.60 1.57 0.002
C -4.445 4.560 3.333 1.82 -2.98 -0.30 -0.330
O -4.561 3.487 3.919 -0.21 2.93 -1.06 0.152
C -5.275 5.814 3.605 -1.63 1.63 0.28 -0.469
F -5.690 6.430 2.461 0.53 -0.73 0.77 0.136
F -4.575 6.750 4.308 -0.15 -0.85 -0.44 0.127
F -6.403 5.560 4.328 1.29 -0.15 -0.68 0.139
H -3.679 3.253 0.208 0.18 0.00 0.05 0.082
H -2.622 1.945 0.794 -0.02 0.09 0.09 0.080
H -4.182 2.268 1.575 0.21 -0.02 0.03 0.072
H -1.755 4.142 1.550 -0.31 0.25 0.15 0.125
H -2.279 3.216 2.954 -0.30 0.13 -0.08 0.130
C 7.671 -0.958 3.328 -0.18 -0.20 0.28 -0.062
C 7.228 -1.119 1.885 0.33 0.73 0.23 -0.215
O 6.630 -2.409 1.681 -1.71 -0.70 0.13 0.010
C 5.321 -2.533 2.067 0.50 3.12 0.69 -0.310
O 4.664 -1.624 2.565 1.31 -2.58 -1.14 0.139
C 4.798 -3.934 1.749 -1.44 -2.29 -0.32 -0.464
F 5.669 -4.918 2.117 -0.32 1.02 -0.14 0.131
F 4.572 -4.106 0.415 0.41 0.57 1.00 0.141
F 3.621 -4.218 2.374 1.52 0.77 -0.49 0.138
H 8.334 -1.779 3.620 0.03 0.15 -0.13 0.083
H 8.197 -0.010 3.468 -0.06 -0.11 -0.08 0.082
H 6.815 -0.983 4.009 0.08 0.11 -0.16 0.078
H 8.101 -1.065 1.227 -0.26 -0.33 -0.03 0.125
H 6.544 -0.319 1.579 -0.03 -0.34 0.14 0.112
C -6.555 -2.132 -6.455 0.00 -0.36 0.01 -0.059
C -6.470 -1.295 -5.191 0.29 0.31 -0.62 -0.208
O -7.059 -1.993 -4.083 0.62 -1.17 1.24 0.011
C -6.269 -2.936 -3.477 2.08 1.11 -2.23 -0.324
O -5.124 -3.201 -3.832 -2.81 0.27 1.19 0.145
C -6.997 -3.563 -2.288 -0.98 -1.18 2.23 -0.473
F -8.286 -3.901 -2.578 1.03 0.39 -0.21 0.133
F -7.057 -2.718 -1.219 0.26 -0.43 -1.25 0.138
F -6.400 -4.703 -1.839 -0.28 1.26 -0.89 0.136
H -7.590 -2.431 -6.649 0.08 0.19 0.00 0.085
H -6.180 -1.572 -7.316 -0.05 0.00 0.11 0.076
H -5.971 -3.052 -6.359 0.03 0.21 0.00 0.077
H -7.042 -0.371 -5.326 -0.04 -0.37 0.37 0.103
H -5.438 -1.004 -4.966 -0.16 -0.28 0.11 0.131
C 6.866 -7.444 -0.031 0.10 0.32 0.19 -0.062
C 8.038 -8.221 -0.602 -0.79 -0.43 0.25 -0.211
O 9.102 -7.332 -0.973 1.65 0.80 0.94 0.008
C 9.916 -6.909 0.047 -2.18 -1.99 1.49 -0.324
O 9.775 -7.244 1.220 0.82 1.10 -2.69 0.145
C 11.030 -6.013 -0.492 1.80 1.71 -0.71 -0.471
F 10.574 -5.077 -1.374 0.00 -0.95 0.79 0.137
F 11.987 -6.725 -1.154 -0.99 0.17 0.62 0.140
F 11.680 -5.322 0.487 -0.96 -0.96 -0.67 0.140
H 6.540 -6.668 -0.732 -0.02 -0.20 0.01 0.085
H 6.024 -8.109 0.178 0.12 0.06 -0.06 0.088
H 7.144 -6.935 0.897 -0.05 -0.18 -0.10 0.070
H 7.723 -8.738 -1.514 0.35 0.27 -0.01 0.125
H 8.394 -8.988 0.096 0.11 0.32 -0.05 0.126
C -2.195 8.671 5.638 0.37 0.02 0.08 -0.064
C -3.202 9.606 6.285 -0.17 -0.35 -0.86 -0.208
O -2.795 9.940 7.621 1.21 1.53 0.88 0.011
C -1.849 10.927 7.733 -0.58 -0.33 -3.22 -0.326
O -1.352 11.511 6.774 -0.86 -1.04 2.63 0.141
C -1.547 11.216 9.202 0.75 0.40 2.45 -0.471
F -1.375 10.080 9.939 -0.22 0.77 -0.99 0.140
F -2.553 11.911 9.806 0.57 -0.54 -0.89 0.140
F -0.415 11.955 9.379 -1.10 -0.71 -0.69 0.138
H -2.036 7.786 6.263 -0.18 0.07 -0.12 0.088
H -2.541 8.352 4.651 -0.01 0.05 0.17 0.074
H -1.221 9.157 5.523 -0.19 0.02 -0.06 0.077
H -4.170 9.101 6.363 0.20 0.15 0.34 0.125
H -3.357 10.510 5.686 0.21 -0.05 0.26 0.127
C -4.705 4.449 -8.417 -0.20 -0.10 -0.33 -0.066
C -4.997 3.719 -7.118 0.81 0.35 -0.09 -0.207
O -6.353 3.247 -7.099 -0.95 -1.73 -0.65 0.011
C -6.593 2.079 -7.776 3.20 0.56 -0.33 -0.325
O -5.730 1.447 -8.380 -2.43 1.08 1.28 0.139
C -8.057 1.666 -7.633 -2.55 -0.68 -0.03 -0.469
F -8.920 2.705 -7.827 1.10 -0.66 0.10 0.141
F -8.332 1.171 -6.392 0.62 0.52 -0.92 0.136
F -8.428 0.698 -8.519 0.89 0.97 0.75 0.140
H -5.432 5.252 -8.579 0.15 -0.03 0.15 0.083
H -3.699 4.879 -8.402 -0.13 -0.06 0.06 0.083
H -4.780 3.775 -9.275 0.12 0.03 0.17 0.076
H -4.889 4.412 -6.278 -0.37 -0.23 -0.07 0.128
H -4.294 2.896 -6.949 -0.31 0.01 -0.13 0.129
C 7.944 -1.902 -4.550 0.15 0.36 -0.08 -0.066
C 6.918 -2.070 -3.444 -0.02 -0.57 -0.62 -0.208
O 7.082 -1.052 -2.444 -0.67 1.82 0.26 0.006
C 6.528 0.169 -2.733 -0.84 -1.80 -2.64 -0.321
O 5.926 0.420 -3.773 1.43 -0.08 2.69 0.148
C 6.731 1.138 -1.569 0.21 1.85 1.81 -0.467
F 8.004 1.114 -1.078 -0.88 -0.28 -0.66 0.134
F 5.912 0.854 -0.516 0.52 -0.11 -1.15 0.143
F 6.482 2.435 -1.906 0.16 -1.53 -0.12 0.143
H 8.957 -1.880 -4.135 -0.14 -0.15 -0.01 0.082
H 7.874 -2.721 -5.271 -0.02 0.07 0.13 0.082
H 7.799 -0.958 -5.084 -0.10 -0.18 0.03 0.076
H 7.073 -3.033 -2.946 0.00 0.37 0.23 0.125
H 5.895 -2.071 -3.837 0.19 0.25 0.14 0.130
```
Forces are in eV/Å.

Summary:
Largest force on an atom (eV/A): 8.269
Multiplicity: 1
Lowest unoccupied orbital energy (eV): 1.555
Total charge: -1
HOMO energy (eV): -1.85

=====

Record 2
The following is a DFT calculation (the ωB97M-V functional and the def2-TZVPD basis) of 2 unconnected molecules or ions with the total composition C4H11N2O.

The geometry in XYZ format:
```
18
Properties=species:S:1:pos:R:3:forces:R:3:lowdin_charge:R:1
O 0.859 -0.781 1.950 -0.16 0.16 0.05 0.019
C 0.238 -0.173 2.790 0.16 -0.21 0.03 -0.290
C -0.978 0.649 2.511 -0.11 0.21 -0.22 -0.047
H 0.566 -0.215 3.844 -0.03 0.03 0.00 0.126
H -0.818 1.676 2.848 0.01 -0.06 0.12 0.088
H -1.840 0.258 3.054 0.07 -0.01 0.09 0.090
H -1.205 0.669 1.445 0.05 -0.10 0.00 0.061
C 0.598 -0.243 -1.537 0.04 -0.06 0.02 -0.193
C -0.640 0.145 -1.873 -0.01 0.29 -0.01 -0.102
N -0.777 1.367 -2.704 0.10 -0.12 0.12 0.174
N 0.956 -1.362 -0.874 -0.19 0.07 0.28 0.105
H 1.444 0.368 -1.850 -0.03 -0.01 -0.03 0.136
H -1.585 -0.275 -1.571 0.07 -0.17 -0.06 0.120
H -1.324 2.092 -2.234 -0.03 -0.01 -0.04 0.170
H 0.147 1.759 -2.892 -0.03 0.04 -0.06 0.163
H -1.216 1.174 -3.606 -0.03 0.01 -0.04 0.171
H 0.225 -1.866 -0.389 -0.02 0.03 -0.13 0.109
H 1.752 -1.260 -0.261 0.14 -0.08 -0.15 0.099
```
Forces are in eV/Å.

Summary:
ΔE to the lowest compared entry with this formula, charge and spin (kJ/mol): 214.1
Largest force on an atom (eV/A): 0.345
Multiplicity: 1
Lowest unoccupied orbital energy (eV): -3.544
Total charge: +1
HOMO energy (eV): -12.90